19
Properties=species:S:1:pos:R:3:mulliken_charge:R:1 method="wB97M-V/def2-TZVPD" homo_ev=-8.8 de_lowest_kj_mol=418.5 gap_ev=9.76 smiles="NN[C@]1(N)CO1.C=C" largest_force_ev_per_a=2.00 energy_ha=-398.3948
N 1.371 -0.174 1.762 -0.733
N 1.016 -0.455 0.408 0.033
C 0.807 0.716 -0.403 0.614
N -0.145 1.551 0.225 -0.511
C 0.992 0.591 -1.860 -0.743
O 1.908 1.314 -1.040 -0.509
H 1.852 0.727 1.824 0.291
H 0.501 -0.045 2.273 0.273
H 1.749 -1.033 0.008 0.252
H -0.298 2.393 -0.315 0.298
H -1.041 0.976 0.329 0.228
H 0.388 1.201 -2.523 0.257
H 1.386 -0.321 -2.294 0.251
C -1.188 -1.619 0.220 -0.164
C -2.187 -0.722 0.325 -0.937
H -0.888 -2.000 -0.745 0.217
H -0.833 -2.167 1.080 0.233
H -2.737 -0.411 -0.553 0.335
H -2.653 -0.524 1.278 0.315

***

23
Properties=species:S:1:pos:R:3:mulliken_charge:R:1 method="wB97M-V/def2-TZVPD" homo_ev="-7.1 / -7.5" de_lowest_kj_mol=419.0 gap_ev="7.56 / 8.01" largest_force_ev_per_a=5.35 energy_ha=-628.8856
C 0.369 -1.656 -0.440 -0.691
C 1.681 -1.814 -0.676 -0.231
C -2.110 -0.284 -0.556 0.150
C 2.305 0.393 0.050 -0.011
C -0.031 -0.455 0.393 0.543
C -1.039 1.948 0.138 -1.397
C -0.840 0.562 -0.390 0.674
N -0.383 -0.705 1.732 -0.570
O -2.808 -0.641 0.530 -0.463
O -2.567 -0.608 -1.577 -0.541
O 2.672 -0.907 -0.323 -0.401
O 2.145 1.198 -1.022 -0.475
H -0.414 -2.282 -0.720 0.467
H 2.018 -2.712 -1.225 0.385
H 2.865 0.710 0.940 0.233
H -1.385 2.155 1.070 0.352
H -1.809 2.342 -0.627 0.363
H -0.021 2.601 0.076 0.256
H -0.443 0.571 -1.471 0.174
H -2.450 -0.279 1.327 0.375
H -0.744 0.064 2.241 0.209
H 0.285 -1.104 2.400 0.262
H 2.705 0.904 -1.870 0.336

***

44
Properties=species:S:1:pos:R:3:mulliken_charge:R:1 method="wB97M-V/def2-TZVPD" homo_ev=-8.8 de_lowest_kj_mol=405.7 gap_ev=8.27 smiles="COc1cc([N+](=O)[O-])ccc1NC(=O)NNC(=O)CCc1ccccc1" largest_force_ev_per_a=1.47 energy_ha=-1253.7633
C -5.281 -2.504 -0.042 -0.920
O -3.898 -2.282 0.133 -0.467
C -3.443 -1.000 0.120 0.983
C -4.227 0.114 -0.096 -0.080
C -3.643 1.380 -0.072 -0.638
N -4.472 2.526 -0.303 1.028
O -3.945 3.620 -0.284 -0.623
O -5.655 2.336 -0.505 -0.631
C -2.291 1.544 0.190 -0.896
C -1.502 0.431 0.406 -0.508
C -2.050 -0.849 0.352 -0.117
N -1.339 -2.012 0.571 -0.064
C 0.005 -2.307 0.500 0.335
O 0.444 -3.354 0.932 -0.701
N 0.812 -1.342 -0.030 -0.168
N 2.159 -1.672 -0.216 -0.382
C 2.831 -1.082 -1.234 0.549
O 2.283 -0.261 -1.943 -0.703
C 4.286 -1.479 -1.327 -0.801
C 5.039 -1.067 -0.049 -1.210
C 4.732 0.367 0.291 0.582
C 3.803 0.678 1.274 -0.060
C 3.477 1.996 1.543 -0.762
C 4.078 3.019 0.831 -0.389
C 5.011 2.718 -0.146 -0.632
C 5.334 1.400 -0.414 -0.272
H -5.617 -2.164 -1.026 0.358
H -5.415 -3.582 0.033 0.249
H -5.865 -2.008 0.737 0.381
H -5.284 0.045 -0.292 0.603
H -1.874 2.537 0.227 0.484
H -0.462 0.561 0.652 0.860
H -1.913 -2.815 0.802 0.250
H 0.510 -0.692 -0.751 0.493
H 2.440 -2.509 0.278 0.335
H 4.371 -2.556 -1.484 0.379
H 4.706 -0.962 -2.190 0.401
H 4.746 -1.714 0.779 0.461
H 6.110 -1.194 -0.219 0.412
H 3.330 -0.115 1.836 0.328
H 2.750 2.224 2.309 0.405
H 3.821 4.047 1.038 0.389
H 5.485 3.512 -0.703 0.373
H 6.062 1.170 -1.180 0.383

***

52
Properties=species:S:1:pos:R:3:mulliken_charge:R:1 method="wB97M-V/def2-TZVPD" homo_ev=-7.9 gap_ev=6.28 largest_force_ev_per_a=6.83 energy_ha=-1564.9260
In -3.677 8.903 21.837 1.352
C -5.781 10.918 24.200 -1.230
C -4.824 11.439 23.143 1.514
C -3.475 11.732 23.741 -1.872
O -4.776 10.470 22.137 0.404
H -5.351 10.049 24.734 0.134
H -6.727 10.654 23.741 0.052
H -6.002 11.587 24.938 0.563
H -5.229 12.335 22.763 -0.335
H -2.807 11.997 22.909 0.223
H -2.939 10.974 24.243 0.493
H -3.521 12.388 24.598 0.583
C -1.573 9.813 21.179 0.348
O -2.643 9.954 20.436 -0.687
O -0.416 10.079 20.675 -0.732
O -1.845 9.403 22.382 -0.665
O -3.717 8.096 23.987 -0.393
H -2.977 7.890 24.527 0.256
H -4.456 7.632 24.441 0.241
O -0.651 10.060 24.532 -0.789
H -1.063 9.631 23.712 0.527
H 0.265 9.868 24.476 0.300
O -5.306 11.927 20.029 -0.656
H -5.284 11.163 20.627 0.366
H -5.920 12.559 20.466 0.303
O -2.210 12.433 19.578 -0.756
H -1.923 13.139 20.186 0.461
H -2.130 11.581 20.074 0.352
O -6.750 14.232 20.724 -0.667
H -7.186 14.030 21.562 0.269
H -6.042 14.833 20.923 0.352
O -5.638 7.618 22.156 -0.503
H -6.455 7.920 22.617 0.349
H -5.727 6.690 22.412 0.299
O -7.903 8.305 23.418 -0.565
H -8.371 7.646 23.941 0.244
H -8.500 8.992 23.171 0.268
O -0.062 12.092 22.723 -0.713
H -0.202 11.431 22.038 0.350
H -0.240 11.600 23.501 0.358
O -1.640 14.086 21.381 -0.650
H -1.079 14.834 21.135 0.284
H -1.310 13.629 22.186 0.302
O -4.254 14.964 21.805 -0.766
H -3.288 15.031 21.851 0.346
H -4.471 14.127 22.140 0.410
O -4.913 8.663 19.752 -0.490
H -5.235 7.799 19.554 0.253
H -4.867 9.164 18.939 0.256
O -7.902 11.042 21.527 -0.663
H -8.345 11.893 21.847 0.321
H -7.521 10.578 22.310 0.000

***

118
Properties=species:S:1:pos:R:3:mulliken_charge:R:1 method="wB97M-V/def2-TZVPD" homo_ev=-10.1 gap_ev=9.96 largest_force_ev_per_a=12.33 energy_ha=-6946.3859
C -9.121 -0.776 -2.075 -0.737
C -8.297 -1.978 -2.828 0.586
O -9.007 -2.810 -3.640 -0.558
O -6.849 -2.228 -2.760 -0.300
C -6.314 -2.059 -1.398 -0.434
C -5.264 -0.792 -1.455 -0.288
C -4.732 -0.274 0.005 0.415
C -3.249 -0.813 0.444 -0.529
N -2.198 -0.776 -0.641 -0.008
C -1.844 0.627 -1.080 0.208
O -1.494 1.491 -0.088 -0.541
O -1.802 1.080 -2.479 -0.104
C -3.015 1.814 -2.870 -0.120
N -3.352 3.006 -2.003 -0.588
H -8.522 0.243 -2.072 0.247
H -10.209 -0.615 -2.536 0.285
H -9.262 -1.078 -0.929 0.242
H -5.647 -3.021 -1.175 0.150
H -7.121 -1.989 -0.554 0.290
H -4.413 -1.100 -2.211 0.161
H -5.805 0.145 -1.961 0.166
H -5.488 -0.611 0.865 -0.103
H -4.698 0.911 0.049 0.053
H -3.373 -1.931 0.821 -0.261
H -2.939 -0.186 1.410 0.369
H -2.401 -1.419 -1.437 0.367
H -2.798 2.249 -3.961 0.305
H -3.980 1.161 -2.976 0.117
H -3.851 2.714 -1.111 0.231
H -4.049 3.626 -2.512 0.284
C 0.886 0.580 -4.231 -0.157
C 2.216 0.502 -3.485 -0.191
O 2.641 -0.852 -3.621 0.274
S 2.122 -1.429 -5.056 1.120
O 3.208 -1.322 -6.005 -0.578
O 1.401 -2.658 -4.820 -0.570
O 1.045 -0.249 -5.381 -0.374
H 0.071 0.171 -3.626 0.078
H 0.640 1.603 -4.529 0.387
H 2.119 0.772 -2.431 0.231
H 2.970 1.142 -3.956 0.185
C -6.852 -0.925 5.645 -0.312
C -5.869 -1.879 4.971 -0.427
O -5.762 -1.415 3.627 -0.200
S -5.945 0.205 3.609 1.099
O -4.631 0.808 3.591 -0.539
O -6.977 0.538 2.655 -0.580
O -6.557 0.365 5.112 -0.230
H -7.885 -1.173 5.384 0.283
H -6.743 -0.921 6.733 0.395
H -6.213 -2.916 4.995 0.387
H -4.878 -1.814 5.431 0.268
C -1.747 -3.789 2.634 -0.071
C -2.660 -4.943 2.227 -0.307
O -2.873 -5.690 3.423 -0.349
S -2.852 -4.670 4.696 1.070
O -4.219 -4.338 5.031 -0.472
O -1.902 -5.166 5.664 -0.559
O -2.192 -3.390 3.930 -0.292
H -0.707 -4.120 2.718 0.310
H -1.806 -2.950 1.936 0.079
H -2.215 -5.573 1.454 0.355
H -3.631 -4.574 1.882 0.263
C -6.854 3.592 8.675 -0.335
C -5.525 3.514 9.421 -0.393
O -5.100 2.159 9.285 -0.291
S -5.619 1.583 7.850 1.179
O -4.533 1.689 6.901 -0.536
O -6.340 0.354 8.086 -0.639
O -6.696 2.763 7.525 -0.275
H -7.670 3.183 9.280 0.285
H -7.101 4.614 8.377 0.299
H -5.622 3.783 10.475 0.316
H -4.771 4.153 8.950 0.299
C 4.812 -4.971 -2.169 -0.335
C 5.935 -4.148 -1.545 -0.374
O 5.522 -2.790 -1.678 -0.259
S 3.895 -2.720 -1.587 0.843
O 3.533 -2.370 -0.232 -0.647
O 3.403 -2.007 -2.743 -0.491
O 3.603 -4.311 -1.796 -0.347
H 4.879 -4.965 -3.262 0.251
H 4.808 -6.003 -1.811 0.328
H 6.895 -4.309 -2.042 0.329
H 6.037 -4.367 -0.477 0.290
C 1.246 4.366 0.512 -0.234
C 2.228 3.412 -0.162 -0.294
O 2.336 3.875 -1.506 -0.241
S 2.152 5.496 -1.524 1.058
O 3.467 6.099 -1.542 -0.535
O 1.120 5.829 -2.478 -0.532
O 1.540 5.656 -0.021 -0.326
H 0.212 4.117 0.251 0.212
H 1.354 4.369 1.600 0.328
H 1.884 2.375 -0.138 0.292
H 3.219 3.477 0.298 0.280
C 7.794 0.307 -4.859 -0.378
C 7.398 -1.130 -4.528 -0.242
O 8.615 -1.777 -4.163 -0.286
S 9.600 -0.691 -3.449 1.127
O 9.462 -0.830 -2.016 -0.557
O 10.877 -0.719 -4.123 -0.548
O 8.800 0.653 -3.908 -0.280
H 8.233 0.375 -5.859 0.294
H 6.948 0.995 -4.786 0.299
H 6.930 -1.638 -5.375 0.360
H 6.725 -1.164 -3.665 0.176
C 11.114 2.115 -2.385 0.200
C 11.837 2.356 -1.062 -0.356
O 12.571 3.563 -1.253 -0.324
S 11.745 4.530 -2.274 1.077
O 10.993 5.482 -1.485 -0.540
O 12.628 4.922 -3.348 -0.546
O 10.708 3.406 -2.838 -0.287
H 11.790 1.689 -3.132 0.245
H 10.245 1.462 -2.267 -0.064
H 12.507 1.535 -0.798 0.310
H 11.124 2.520 -0.247 0.330

***

83
Properties=species:S:1:pos:R:3:mulliken_charge:R:1 method="wB97M-V/def2-TZVPD" homo_ev=-9.2 de_lowest_kj_mol=150.6 gap_ev=9.38 smiles="CCOC(=O)OC.CN(C)C=O.CN(C)C=O.CN(C)C=O.BrCCBr.BrCCBr.BrCCBr.BrCCBr" largest_force_ev_per_a=5.46 energy_ha=-22034.8548
C 0.334 -5.812 3.324 -1.055
C 0.554 -4.958 2.098 -0.217
O 1.933 -4.583 2.059 -0.336
C 2.240 -3.718 1.103 0.885
O 1.517 -3.419 0.198 -0.540
O 3.447 -3.259 1.329 -0.327
C 3.912 -2.292 0.371 -0.353
H 0.568 -5.255 4.236 0.033
H 0.928 -6.721 3.312 0.486
H -0.718 -6.103 3.375 0.353
H -0.113 -4.103 1.987 -0.016
H 0.350 -5.568 1.206 0.510
H 4.977 -2.184 0.522 0.279
H 3.352 -1.372 0.464 0.084
H 3.734 -2.699 -0.626 0.134
C -1.471 1.681 4.277 -0.643
N -0.596 2.732 3.820 0.087
C -1.183 3.716 2.958 -0.786
C 0.758 2.612 3.885 0.161
O 1.532 3.303 3.284 -0.570
H -1.892 1.146 3.419 0.055
H -2.262 2.121 4.887 0.328
H -0.922 0.966 4.889 0.289
H -0.477 4.520 2.780 0.325
H -1.469 3.285 1.991 0.149
H -2.090 4.109 3.420 0.321
H 1.067 1.817 4.582 0.316
C -0.159 -3.854 4.383 -1.071
N 0.422 -2.754 3.611 0.220
C -0.476 -1.928 2.876 -0.926
C 1.764 -2.551 3.543 0.053
O 2.300 -1.630 2.952 -0.552
H -1.067 -3.495 4.872 0.405
H 0.537 -4.174 5.152 0.387
H -0.469 -4.672 3.727 0.362
H -0.996 -2.463 2.073 0.362
H -1.254 -1.497 3.519 0.277
H 0.060 -1.076 2.457 0.240
H 2.353 -3.306 4.088 0.331
C -4.608 1.480 -2.770 -0.858
N -5.833 1.427 -1.987 0.126
C -5.725 1.688 -0.576 -0.806
C -6.994 1.006 -2.515 0.147
O -8.020 0.858 -1.899 -0.577
H -3.963 0.625 -2.558 0.271
H -4.050 2.376 -2.472 0.221
H -4.809 1.650 -3.825 0.366
H -5.018 2.506 -0.412 0.301
H -6.686 1.923 -0.133 0.308
H -5.284 0.848 -0.024 0.173
H -6.890 0.814 -3.599 0.300
Br -0.948 3.137 -3.882 -0.130
C -0.459 4.927 -3.338 -0.684
C -0.059 4.953 -1.885 -0.512
Br 1.751 4.257 -1.725 -0.075
H -1.295 5.577 -3.585 0.422
H 0.372 5.272 -3.951 0.394
H -0.715 4.343 -1.275 0.218
H 0.017 5.967 -1.507 0.381
Br -2.489 0.661 0.880 -0.200
C -0.657 1.117 0.352 -0.062
C -0.086 -0.002 -0.419 -0.530
Br 1.721 0.573 -0.967 -0.094
H -0.092 1.265 1.269 0.298
H -0.681 2.041 -0.210 0.078
H -0.576 -0.182 -1.371 0.501
H 0.070 -0.963 0.056 0.137
Br 0.954 -2.804 -4.121 -0.140
C 2.604 -1.952 -3.620 0.229
C 3.510 -1.900 -4.822 -0.643
Br 5.243 -1.247 -4.233 -0.215
H 3.062 -2.530 -2.830 0.245
H 2.353 -0.963 -3.261 -0.378
H 3.128 -1.260 -5.610 0.357
H 3.679 -2.890 -5.233 0.507
Br 4.906 3.837 -3.600 -0.159
C 3.436 3.036 -4.555 -0.689
C 3.154 1.696 -3.988 0.592
Br 1.822 0.820 -5.093 -0.160
H 3.746 2.959 -5.593 0.520
H 2.562 3.681 -4.524 0.201
H 2.786 1.745 -2.968 -0.399
H 4.037 1.064 -4.019 -0.020